Formula: C20H67AsF6N5O11
Source: the OMol25 dataset
Level of theory: ωB97M-V/def2-TZVPD

Structure (XYZ):
```
110
Properties=species:S:1:pos:R:3:mulliken_charge:R:1
As -2.3835 0.0980 0.9340 2.0932
F -1.7749 1.5408 1.8747 -0.2744
F -1.9485 0.8710 -0.5957 -0.3768
F -2.8729 -1.3798 0.2041 -0.4899
F -2.8235 -0.6877 2.5182 -0.4792
F -4.0239 0.7303 0.8768 -0.4989
F -0.7244 -0.5689 1.1751 -0.5043
O 0.7198 2.2588 1.0848 -0.7713
H 0.9981 2.4163 0.1826 0.4356
H -0.1214 1.8098 1.0015 0.0726
O -5.0182 -2.6274 3.6508 -0.6667
H -5.8691 -2.9608 3.3658 0.2777
H -4.7010 -2.1133 2.9083 0.3011
O -1.0417 1.2551 -3.7981 -0.7211
H -0.6169 0.4014 -3.8814 0.2208
H -1.7879 1.0965 -3.2200 0.2857
O -1.5567 1.1062 4.5846 -0.5886
H -0.6117 0.9707 4.6539 0.2681
H -1.6614 1.6854 3.8298 0.1041
O -3.7706 -0.8893 5.4279 -0.5569
H -3.8787 -1.4674 6.1831 0.2711
H -3.9253 -1.4531 4.6700 0.3205
O -1.2734 4.2292 3.6481 -0.6733
H -2.1691 3.8969 3.5891 0.2643
H -1.2331 4.9278 2.9950 0.3941
C 1.9688 0.3904 -1.3986 -0.5196
C 2.0421 1.7947 -1.9526 0.0673
C 2.2859 1.9397 -3.4684 -0.4470
O 2.0269 3.2243 -3.9826 -0.2502
C 2.1402 3.2868 -5.3911 -0.9304
N 0.6862 2.2747 -1.7393 0.1380
H 1.7773 0.3149 -0.3282 0.5052
H 2.8139 -0.2170 -1.7226 0.2083
H 1.1596 -0.0191 -2.0032 -0.3291
H 2.7854 2.4248 -1.4643 0.3739
H 1.6526 1.2187 -3.9852 -0.1126
H 3.2834 1.5210 -3.6022 0.4409
H 1.4784 2.5911 -5.9069 0.3514
H 3.1278 3.1320 -5.8258 0.3558
H 1.7009 4.2293 -5.7178 0.2847
H 0.7435 3.2598 -1.9545 0.1299
H -0.0086 2.0008 -2.4193 -0.0747
C 1.7793 -0.4431 7.8706 -1.5055
C 0.8291 -0.8342 6.7345 0.7111
C 1.6984 -1.4832 5.5591 -1.0396
O 1.0084 -1.6493 4.3429 -0.0780
C 1.6873 -2.1831 3.2684 -0.8162
N -0.2615 -1.7392 6.9990 -0.6578
H 1.2641 0.2357 8.5503 0.3699
H 2.6585 0.0058 7.4085 0.3516
H 2.1343 -1.3354 8.3863 0.3432
H 0.4278 0.1024 6.3475 0.0814
H 2.2271 -2.3686 5.9123 0.3608
H 2.5676 -0.8963 5.2623 0.4649
H 2.2187 -3.1110 3.4801 0.3757
H 2.3360 -1.5265 2.6887 0.3391
H 0.9696 -2.4097 2.4799 0.0156
H -0.3967 -2.0396 6.0443 0.3438
H 0.1546 -2.5891 7.3522 0.3160
C 0.4568 -3.5686 -5.9556 -1.7896
C 0.8726 -2.5528 -4.8383 0.4597
C -0.2070 -2.4200 -3.6946 0.7682
O -1.4413 -2.0766 -4.1267 -0.4007
C -2.5935 -2.3881 -3.2718 -0.4064
N 2.1740 -2.8529 -4.3540 -0.4743
H 0.1880 -4.5649 -5.6046 0.3821
H 1.1375 -3.6565 -6.8024 0.4820
H -0.4461 -3.1865 -6.4318 0.4244
H 1.0151 -1.6366 -5.4113 0.0268
H 0.1822 -1.5088 -3.2404 -0.8514
H -0.1164 -3.2277 -2.9684 0.4038
H -3.2674 -1.5337 -3.3363 0.2973
H -2.3582 -2.4090 -2.2077 -0.0538
H -3.0721 -3.3450 -3.4799 0.3112
H 2.8060 -2.1375 -4.6838 0.2514
H 2.5760 -3.5742 -4.9355 0.2626
C 4.2732 -3.3416 -0.0913 -1.5004
C 2.9415 -4.1022 -0.3009 0.0914
C 1.6111 -3.2800 -0.2857 1.4453
O 0.6708 -4.1578 0.3003 -0.5314
C -0.6403 -3.7060 -0.0796 -0.7073
N 3.0532 -4.8432 -1.5730 -0.7822
H 4.3182 -2.6388 -0.9233 0.3301
H 5.1578 -3.9635 0.0462 0.3317
H 4.1874 -2.5189 0.6185 0.3182
H 2.9828 -4.8940 0.4470 0.4436
H 1.4737 -2.9343 -1.3103 -0.6846
H 1.7072 -2.3131 0.2082 -0.2707
H -0.6510 -2.6569 0.2159 0.1683
H -1.3163 -4.1217 0.6676 0.4039
H -1.0512 -4.0986 -1.0098 0.4215
H 2.4984 -4.3265 -2.2404 0.2510
H 2.5379 -5.6954 -1.4048 0.3222
C -3.3638 4.0309 0.8387 -1.3840
C -2.0192 4.5750 0.3245 1.7566
C -1.9779 5.1792 -1.1564 -1.0675
O -0.7026 5.6588 -1.5166 -0.4160
C -0.5932 5.7090 -2.9409 -0.6708
N -1.5574 5.6327 1.2119 -0.6430
H -3.7380 3.1947 0.2480 0.2623
H -4.1805 4.7520 0.8717 0.4220
H -3.2989 3.6235 1.8476 0.1815
H -1.2924 3.7667 0.2442 -0.7796
H -2.7153 5.9536 -1.3677 0.4688
H -2.2765 4.3047 -1.7345 0.4071
H 0.1256 6.4095 -3.3659 0.3085
H -1.5072 6.0222 -3.4455 0.3618
H -0.2790 4.7925 -3.4403 0.1420
H -0.8933 6.0486 0.5746 0.3612
H -2.2883 6.3289 1.1778 0.2700
```

Results
**HOMO-LUMO gap**: 8.811 eV
**Net charge**: -1



Formula: H12NO4
Source: the OMol25 dataset
Level of theory: ωB97M-V/def2-TZVPD

Structure (XYZ):
```
17
Properties=species:S:1:pos:R:3:nbo_charge:R:1
N 0.3323 -1.1942 0.0333 -1.0931
H -0.5250 -0.6495 -0.2035 0.4435
H 0.7424 -1.4666 -0.9108 0.4291
H 1.0498 -0.7014 0.5344 0.4383
H -0.0438 -2.0183 0.5327 0.3712
H -2.2695 1.7720 2.3237 0.4699
H -2.2745 2.8205 1.1345 0.4748
O -1.9657 1.9157 1.3783 -1.0157
H 1.1740 -0.8373 -2.9427 0.4099
H 2.3293 -1.6115 -2.6432 0.4599
O 1.6650 -1.1406 -2.2087 -1.1375
H 2.6218 1.2708 0.8508 0.4525
H 2.1821 0.7366 2.2447 0.4595
O 1.9973 0.5905 1.3099 -1.0705
H -2.6279 0.1185 -1.2129 0.4634
H -2.2551 0.5183 0.2440 0.5019
O -2.1327 -0.1235 -0.4646 -1.0573
```

Results
**Expectation value of S²**: 0.750
**HOMO-LUMO gap (spin up / spin down)**: 2.804 / 12.218 eV
**Multiplicity**: 2



Electronic energy readings, ordered: -128943.598; -9871.877 eV